A 9-piece molecular cluster, C31H35F5N4O15 overall in a non-equilibrium geometry, computed with ωB97M-V/def2-TZVPD.

The geometry in XYZ format:
```
90
Properties=species:S:1:pos:R:3:forces:R:3:mulliken_charge:R:1
C 0.426 0.309 -2.721 -5.0 0.2 0.5 2.243
C 0.479 -1.219 -2.668 1.1 4.4 1.5 2.023
O 1.860 -1.357 -2.882 1.1 -0.3 -0.5 -0.301
C 2.259 -0.284 -3.597 4.3 0.3 -2.8 0.336
O 3.357 -0.181 -4.180 -3.2 -0.6 1.7 -0.711
O 1.334 0.688 -3.629 4.3 -0.5 -1.2 -0.707
F -0.108 -1.766 -3.681 -1.9 -0.8 -3.5 -0.474
H 0.409 0.678 -1.696 0.7 0.1 -1.1 -2.789
H -0.412 0.840 -3.173 2.0 -2.1 0.8 -0.423
H 0.067 -1.602 -1.734 1.6 1.2 -1.4 -0.873
C 5.168 2.180 -2.564 2.7 -1.3 0.1 -0.511
C 4.247 3.278 -2.639 -1.4 2.0 2.2 0.408
O 3.019 2.781 -2.117 -1.2 -0.4 0.0 -0.339
C 3.113 1.480 -1.801 3.8 0.2 -0.4 0.834
O 2.300 0.738 -1.338 5.5 1.5 -5.1 -1.062
O 4.481 1.146 -1.966 -2.4 -1.5 1.1 -0.369
F 4.068 3.734 -3.842 -0.6 0.7 -2.7 -0.299
H 6.025 2.438 -1.942 0.0 0.0 0.2 0.272
H 5.592 1.888 -3.525 -0.4 -0.1 -0.2 0.302
H 4.491 4.138 -2.016 0.1 0.0 0.2 0.229
C -2.174 -1.218 3.432 1.7 -5.1 0.3 -0.505
C -3.444 -1.779 4.049 1.9 0.5 1.1 0.536
O -3.621 -3.027 3.480 -0.6 -1.1 -1.2 -0.375
C -2.471 -3.410 2.871 2.1 -4.4 0.5 0.593
O -2.195 -4.545 2.403 -1.7 4.5 1.2 -0.621
O -1.547 -2.501 3.171 0.3 -1.2 -0.3 -0.242
F -4.446 -1.012 3.784 -3.3 2.0 -1.1 -0.309
H -1.459 -0.682 4.056 -0.6 -0.6 0.0 0.468
H -2.114 -0.858 2.404 -1.0 -2.7 1.1 0.112
H -3.436 -1.853 5.136 0.5 -0.4 0.2 0.333
C -2.399 4.307 -0.918 -2.4 -1.2 0.7 -0.049
C -2.434 3.977 0.568 0.1 2.9 0.5 -0.023
O -1.459 4.867 1.019 2.4 0.5 -0.1 -0.381
C -0.493 5.092 0.002 1.1 -0.9 1.0 0.620
O 0.676 5.382 0.182 -3.5 -0.4 -0.7 -0.520
O -1.112 4.745 -1.180 1.9 0.9 0.8 -0.326
F -2.076 2.711 0.874 -0.2 -0.3 0.0 -0.218
H -3.147 5.064 -1.155 0.1 0.0 -0.1 0.430
H -2.579 3.345 -1.398 -0.5 1.3 -0.6 0.456
H -3.281 4.251 1.197 -0.5 -0.4 -0.6 0.423
C 0.629 -5.599 -1.654 0.4 0.8 -0.9 -0.550
C 0.299 -5.013 -3.050 1.6 -1.3 0.9 0.358
O -0.405 -3.854 -2.882 0.3 1.0 2.9 -0.274
C -0.339 -3.521 -1.545 -2.1 0.8 1.9 0.869
O -0.781 -2.495 -0.979 -1.4 -7.8 -5.4 -0.497
O 0.255 -4.488 -0.812 -0.1 -0.3 -0.4 -0.288
F -0.531 -5.833 -3.657 -1.1 -1.7 -1.6 -0.335
H 1.680 -5.872 -1.554 0.1 0.7 0.2 0.267
H 0.129 -6.561 -1.535 -0.9 0.5 0.6 0.287
H 1.223 -4.895 -3.616 -0.3 0.4 -0.5 0.339
N -0.305 0.819 0.328 0.7 -1.2 -0.1 1.079
C -1.144 -0.235 0.625 0.9 -0.9 -0.9 -2.384
C -0.379 -1.389 0.542 -1.1 1.6 3.2 -1.112
C 0.951 -1.085 0.168 -0.7 2.7 1.7 -0.991
C 0.969 0.328 0.132 -1.9 -0.7 3.1 -1.186
H -0.701 1.747 0.282 1.3 -0.4 0.1 -0.183
H -2.148 0.015 0.935 0.1 -0.6 -1.3 3.342
H -0.768 -2.361 0.807 0.3 0.8 0.9 1.200
H 1.752 -1.804 0.253 0.0 0.7 -0.6 0.309
H 1.774 1.008 -0.104 -1.7 -0.1 2.9 0.961
N -1.557 1.786 -4.246 0.6 2.5 0.3 0.163
C -2.017 0.562 -3.979 -1.4 0.7 3.1 -0.468
C -2.090 0.542 -2.545 -3.0 -1.6 -1.5 -1.408
C -1.675 1.757 -1.979 -1.1 -0.1 -1.6 2.446
C -1.293 2.534 -3.051 -0.7 -0.6 -1.4 -0.488
H -1.458 2.143 -5.185 0.3 0.1 0.3 0.280
H -2.245 -0.159 -4.751 0.0 0.0 0.3 0.504
H -2.599 -0.293 -2.086 0.4 0.0 0.5 0.583
H -1.725 2.090 -0.953 0.2 -0.9 -1.0 -1.186
H -0.911 3.543 -3.016 0.0 -0.2 -0.6 0.685
N 3.374 -2.553 3.141 -0.6 1.5 0.3 -0.007
C 2.419 -2.826 2.182 -1.1 -0.9 1.6 -1.097
C 1.149 -2.664 2.799 2.3 -0.3 -1.3 0.739
C 1.406 -2.119 4.082 -1.6 0.1 -0.8 -0.686
C 2.734 -1.958 4.219 1.4 -1.0 0.8 -0.837
H 4.378 -2.652 3.096 -0.4 0.2 -0.4 0.200
H 2.728 -3.128 1.193 -0.1 -0.3 0.2 0.627
H 0.180 -2.861 2.362 0.9 0.0 0.2 0.710
H 0.613 -1.826 4.754 0.3 0.1 0.2 0.417
H 3.257 -1.611 5.098 0.2 -0.1 -0.2 0.415
N -0.570 1.503 2.773 -1.4 0.8 2.6 0.381
C -0.470 2.522 3.709 0.4 -0.7 -0.3 -0.679
C -1.625 2.503 4.460 2.3 3.7 1.7 -1.089
C -2.449 1.502 4.094 -0.8 -1.3 -2.1 -0.444
C -1.799 0.938 3.013 -0.7 2.3 -1.4 -0.147
H 0.165 1.199 2.150 -0.4 -0.1 0.2 0.224
H 0.443 3.094 3.774 -0.2 0.1 0.1 0.538
H -1.804 3.315 5.149 -0.1 -0.3 0.4 0.385
H -3.441 1.244 4.432 0.1 0.1 0.0 0.567
H -2.242 0.199 2.362 0.5 4.4 0.8 -0.727
```
Forces are in eV/Å.

SMILES: O=C1OC[C@@H](F)O1.O=C1OC[C@@H](F)O1.O=C1OC[C@@H](F)O1.O=C1OC[C@@H](F)O1.O=C1OC[C@@H](F)O1.c1cc[nH]c1.c1cc[nH]c1.c1cc[nH]c1.c1cc[nH]c1

The molecule C20H27N3O3S in a non-equilibrium geometry, computed with ωB97M-V/def2-TZVPD.

The geometry in XYZ format:
```
54
Properties=species:S:1:pos:R:3:forces:R:3:nbo_charge:R:1
C 1.869 3.204 -0.031 -0.1 -0.2 0.1 -0.623
H 0.886 3.541 -0.347 0.0 0.1 0.0 0.234
H 2.245 3.879 0.733 0.1 0.1 0.1 0.210
H 2.547 3.232 -0.880 0.1 0.0 -0.1 0.196
C 1.770 1.791 0.537 0.1 0.6 0.3 -0.233
N 1.324 0.836 -0.457 0.1 -0.1 0.0 -0.412
C 0.045 0.483 -0.650 0.2 0.1 -0.2 0.651
O -0.314 -0.352 -1.470 -0.2 -0.2 0.0 -0.633
C -1.005 1.149 0.170 -1.0 0.3 0.4 0.057
N -1.183 2.445 0.237 1.0 0.0 -0.7 -0.131
O -2.353 2.660 0.883 -0.8 -0.1 0.4 -0.270
C -2.904 1.481 1.206 0.6 -0.9 -0.1 0.318
C -2.085 0.470 0.790 -0.2 0.5 0.4 -0.352
H -2.218 -0.587 0.882 -0.1 -0.2 0.0 0.254
C -4.244 1.481 1.865 0.0 0.7 0.1 -0.114
O -4.779 0.194 2.032 0.0 -0.1 -0.1 -0.503
C -4.970 -0.673 0.990 -0.1 -0.5 -0.2 0.362
C -5.208 -1.980 1.428 0.0 0.2 0.1 -0.271
C -5.427 -3.015 0.547 0.0 0.1 0.0 -0.195
C -5.417 -2.765 -0.816 0.0 0.0 -0.1 -0.233
C -5.204 -1.479 -1.263 0.0 -0.3 0.1 -0.185
C -4.973 -0.423 -0.385 0.1 0.7 -0.1 -0.276
S -4.750 1.193 -1.115 -0.2 0.0 -0.3 0.211
C -3.515 0.849 -2.405 -0.3 -0.1 0.3 -0.737
H -2.737 0.202 -2.010 0.1 0.0 0.0 0.252
H -3.095 1.815 -2.669 0.1 0.1 -0.1 0.234
H -3.985 0.405 -3.277 0.1 0.0 -0.1 0.211
H -5.220 -1.276 -2.322 0.0 0.0 -0.1 0.217
H -5.585 -3.561 -1.524 0.0 -0.1 -0.1 0.216
H -5.602 -4.013 0.921 0.0 -0.1 0.1 0.216
H -5.205 -2.145 2.494 0.0 0.0 0.1 0.224
H -4.920 2.136 1.298 0.2 -0.1 0.2 0.212
H -4.158 1.875 2.884 0.0 0.0 -0.2 0.216
C 2.338 0.231 -1.295 0.0 -0.5 -0.1 -0.230
H 3.016 1.012 -1.647 0.0 0.0 0.0 0.196
H 1.823 -0.213 -2.150 0.1 0.1 0.1 0.245
C 3.125 -0.865 -0.565 -0.1 0.2 -0.2 -0.226
N 4.062 -0.298 0.395 -0.1 -0.1 0.1 -0.456
C 4.472 -1.221 1.441 0.1 -0.1 0.1 -0.218
C 5.619 -2.066 0.853 -0.1 0.0 0.1 -0.431
H 5.220 -2.967 0.388 0.0 0.0 0.0 0.204
H 6.328 -2.366 1.622 0.0 -0.1 0.0 0.213
C 6.248 -1.138 -0.197 0.0 0.0 -0.1 -0.435
H 7.268 -0.860 0.062 0.1 0.0 -0.1 0.213
H 6.268 -1.611 -1.178 0.1 0.0 0.0 0.206
C 5.326 0.104 -0.206 0.2 0.1 0.0 -0.228
H 5.754 0.892 0.420 0.1 0.0 -0.1 0.194
H 5.175 0.505 -1.207 0.0 0.1 0.0 0.202
H 4.844 -0.622 2.278 0.0 -0.1 0.1 0.190
H 3.633 -1.820 1.790 0.0 0.1 0.0 0.205
H 2.410 -1.491 -0.027 0.0 0.0 -0.1 0.208
H 3.627 -1.493 -1.316 0.0 -0.1 0.0 0.173
H 1.069 1.786 1.374 0.1 -0.1 0.0 0.208
H 2.745 1.445 0.889 -0.3 0.1 0.0 0.241
```
Forces are in eV/Å.

SMILES: CCN(CCN1CCCC1)C(=O)c1cc(COc2ccccc2SC)on1

One value per record, in order, for energy above the lowest of the compared OMol25 structures with the same formula, charge and spin: 0.0000, 3.6840 eV.
One value per record, in order, for energy: -3048.6502, -1566.4177 Eh.
One value per record, in order, for HOMO: -7.36, -8.17 eV.